1.
{"formula": "CHBrCl2S", "method": "ωB97M-V/def2-TZVPD", "species": ["C", "S", "Cl", "Cl", "Br", "H"], "coordinates": [[-1.95388, -0.32767, -0.22804], [-0.25606, -0.93014, -0.58196], [-2.73998, -1.16286, 1.57228], [-2.91926, -0.93858, -1.49478], [-2.13884, 1.56350, -0.08507], [0.63017, -0.13796, 0.15040]], "atomic_forces_ev_per_a": [[0.684, -0.618, 1.961], [0.007, 0.393, 0.559], [1.116, 1.095, -2.251], [-0.542, -0.475, -0.304], [0.080, -0.016, 0.326], [-1.345, -0.378, -0.292]], "orbital_gap_ev": 9.2, "relative_energy_kj_mol": 70.8, "max_force_ha_per_bohr": 0.0533, "homo_ev": -10.18}

=====

2.
{"formula": "C9H22NO2Si", "method": "ωB97M-V/def2-TZVPD", "species": ["C", "C", "N", "C", "C", "C", "Si", "C", "C", "O", "C", "C", "O", "H", "H", "H", "H", "H", "H", "H", "H", "H", "H", "H", "H", "H", "H", "H", "H", "H", "H", "H", "H", "H", "H"], "coordinates": [[-0.63073, 2.04108, 1.24690], [-1.26552, 0.66211, 1.31563], [-0.98545, -0.25539, 0.17472], [-1.85822, -1.42600, 0.36761], [-1.28472, 0.38285, -1.13072], [-2.73165, 0.80465, -1.34550], [0.77744, -0.96170, 0.21214], [1.22691, -1.41925, 1.98932], [0.85226, -2.35433, -1.06585], [1.46803, 0.45419, -0.24853], [2.77818, 0.45181, -0.62239], [3.26229, 1.77995, -1.08520], [3.40331, -0.56335, -0.55325], [-1.04522, 2.64052, 0.44197], [-0.84912, 2.55229, 2.18206], [0.44533, 1.98980, 1.13285], [-2.34862, 0.78387, 1.39572], [-0.92814, 0.15421, 2.21924], [-1.77929, -2.10255, -0.47912], [-1.56272, -1.95869, 1.26706], [-2.89977, -1.12929, 0.48130], [-0.62800, 1.24619, -1.22651], [-1.01442, -0.32901, -1.91172], [-3.40357, -0.04762, -1.38149], [-3.08487, 1.49970, -0.58992], [-2.79444, 1.30916, -2.30676], [1.36357, -0.54758, 2.62692], [0.50689, -2.07752, 2.46592], [2.17640, -1.95048, 1.98182], [0.20807, -2.21215, -1.93256], [1.87103, -2.43877, -1.43818], [0.60083, -3.31547, -0.62473], [4.17647, 1.65503, -1.65790], [3.47776, 2.40585, -0.22050], [2.49971, 2.27591, -1.68038]], "atomic_forces_ev_per_a": [[0.009, -0.136, 0.018], [0.021, 0.698, 0.654], [-0.050, -0.425, 0.300], [-0.525, -0.738, 0.019], [-0.063, 0.485, -0.803], [0.111, -0.118, 0.132], [0.102, -1.172, 0.337], [-0.249, 0.218, -0.699], [-0.107, 0.529, 0.414], [0.289, 0.738, -0.374], [-0.023, 0.283, -0.098], [0.113, 0.054, -0.139], [0.364, -0.471, 0.109], [-0.020, 0.085, -0.082], [-0.045, 0.018, 0.036], [0.073, 0.073, 0.010], [0.074, -0.192, -0.061], [-0.085, -0.088, -0.023], [0.030, 0.008, -0.071], [0.038, -0.028, 0.116], [0.097, 0.081, -0.004], [0.009, -0.139, 0.003], [0.114, -0.004, 0.060], [-0.104, -0.032, -0.025], [-0.038, 0.097, 0.079], [0.026, 0.015, -0.045], [-0.054, 0.145, -0.058], [-0.165, -0.113, 0.020], [0.126, -0.066, -0.171], [-0.059, 0.106, 0.009], [0.118, 0.106, 0.080], [-0.089, -0.076, 0.167], [-0.003, -0.009, 0.017], [-0.025, 0.032, 0.090], [-0.010, 0.037, -0.016]], "orbital_gap_ev": 11.8, "relative_energy_kj_mol": 0.0, "charge": 1, "max_force_ha_per_bohr": 0.0238, "homo_ev": -14.17}

=====

3.
{"formula": "C2H4NO3P", "method": "ωB97M-V/def2-TZVPD", "species": ["C", "C", "N", "O", "O", "O", "P", "H", "H", "H", "H"], "coordinates": [[0.32500, 1.85554, 0.21798], [0.58900, 0.42900, 0.51186], [-0.18687, -0.47971, -0.35241], [0.99911, 2.81416, 0.31564], [-3.53838, 0.30893, 0.78438], [-1.03730, 1.89012, -0.28525], [-1.66594, 0.40922, -0.58496], [1.70727, 0.14462, 0.18803], [0.47521, 0.36576, 1.66803], [-0.13949, -1.38394, 0.04605], [-1.65499, 0.42768, -2.07581]], "atomic_forces_ev_per_a": [[-1.504, -0.196, -1.316], [4.058, -1.701, 0.718], [-0.880, 2.751, 0.726], [-0.307, -0.005, 0.165], [2.932, 0.002, -2.174], [1.071, -0.155, 0.278], [-2.202, -0.323, 0.460], [-2.151, 1.123, 1.337], [0.052, -0.410, -1.815], [-0.670, -1.071, 0.214], [-0.399, -0.016, 1.407]], "orbital_gap_ev": [8.5, 8.6], "relative_energy_kj_mol": 600.2, "max_force_ha_per_bohr": 0.0867, "homo_ev": [-9.69, -9.36]}

=====

4.
{"formula": "C6H12O", "method": "ωB97M-V/def2-TZVPD", "species": ["C", "C", "C", "C", "C", "C", "O", "H", "H", "H", "H", "H", "H", "H", "H", "H", "H", "H", "H"], "coordinates": [[-1.40508, -1.12678, 1.30889], [-1.85146, -0.33751, 0.10081], [-1.08054, -0.52588, -1.20644], [0.32672, -0.00941, -1.22415], [0.86221, 0.69819, -0.23178], [2.35778, 0.91393, -0.05854], [2.63505, 1.57707, 1.17307], [-2.14393, -1.24889, 2.10477], [-0.45480, -0.90917, 1.80428], [-1.21570, -2.17631, 1.00755], [-2.87240, -0.71256, -0.04581], [-1.94494, 0.73909, 0.26504], [-1.68692, -0.13128, -2.03675], [-1.12048, -1.60617, -1.41997], [0.94557, -0.36914, -2.04322], [0.26977, 1.34708, 0.39703], [2.84693, 1.47624, -0.86082], [2.78393, -0.09402, -0.01429], [2.74830, 2.49554, 0.98035]], "atomic_forces_ev_per_a": [[1.105, -1.640, 0.510], [-0.724, 0.376, -0.119], [-0.844, -0.347, -0.251], [-0.119, -0.460, 0.560], [0.654, 0.941, -1.174], [-0.331, -0.143, 0.084], [-0.023, -0.891, 0.118], [-0.188, 0.516, -0.194], [-0.098, 0.721, -0.234], [-0.247, 0.267, -0.206], [0.033, 0.334, -0.396], [-0.032, -0.042, 0.407], [0.168, 0.258, 0.174], [0.576, 0.107, 0.018], [0.199, -0.258, 0.244], [-0.320, -0.622, 0.654], [-0.222, -0.226, -0.225], [0.331, 0.309, 0.072], [0.080, 0.799, -0.041]], "orbital_gap_ev": 10.1, "relative_energy_kj_mol": 159.3, "max_force_ha_per_bohr": 0.0397, "homo_ev": -9.08}